Entry 1:
{
  "formula": "C4H10N3O2",
  "method": "wB97M-V/def2-TZVPD",
  "energy_ev": -12867.2934,
  "largest_force_ev_per_a": 5.51,
  "de_lowest_ev": 1.928,
  "spin_multiplicity": 1,
  "homo_ev": -13.81,
  "charge": 1,
  "homo_lumo_gap_ev": 10.46,
  "species": ["C", "H", "H", "H", "H", "H", "C", "H", "H", "H", "N", "C", "O", "N", "N", "H", "H", "O", "C"],
  "positions_angstrom": [[-1.0072, 0.0030, 0.0762], [0.3466, -1.7485, 0.5677], [-0.7404, -1.1147, 1.8997], [2.5769, 1.5652, -0.4116], [3.8249, 0.2418, -0.3060], [-0.7122, -1.0549, -1.7705], [1.9063, -0.2756, -0.0263], [-0.4812, 2.3813, 0.2928], [-1.3971, -2.0070, 0.7744], [-0.9353, 0.5967, -1.7044], [2.8577, 0.5477, -0.2495], [-1.3877, -0.2535, -1.3594], [-2.1907, 0.5285, 0.6142], [-0.6883, -1.2869, 0.9105], [0.4377, 1.9475, 0.3849], [-2.4358, -0.1576, -1.6306], [-2.0598, 0.7874, 1.5296], [1.8101, -1.4496, 0.2299], [0.2755, 0.7492, 0.1783]]
}

---

Entry 2:
{
  "formula": "H22O11",
  "method": "wB97M-V/def2-TZVPD",
  "energy_ev": -22878.6203,
  "smiles": "O.O.O.O.O.O.O.O.O.O.O",
  "largest_force_ev_per_a": 0.72,
  "de_lowest_ev": 2.894,
  "spin_multiplicity": 1,
  "homo_ev": -10.26,
  "charge": 0,
  "homo_lumo_gap_ev": 10.38,
  "species": ["H", "H", "H", "H", "H", "H", "H", "O", "H", "H", "H", "O", "H", "H", "O", "O", "H", "H", "O", "O", "O", "H", "H", "O", "H", "H", "H", "O", "H", "O", "H", "O", "H"],
  "positions_angstrom": [[-2.7715, 3.0421, -1.2338], [3.0751, -2.4215, 2.6361], [-0.8514, -4.6829, 1.5622], [-3.6523, -1.8285, 1.4917], [2.0107, 3.1652, -2.6590], [0.0020, -1.1745, 0.5039], [-2.4915, 2.4711, 3.3900], [2.0055, 2.6231, -1.8620], [-2.2354, 1.9257, -2.1149], [0.1296, 0.3394, 0.5469], [2.0638, 0.0697, -0.0932], [0.2648, 0.6656, -2.9410], [0.4381, 1.1570, -2.1302], [0.4043, -3.2659, -3.1905], [3.2539, -3.1640, 2.0481], [0.3525, -2.7635, -2.3695], [3.5839, -3.8537, 2.6350], [1.2960, 2.9978, -1.3281], [-2.0615, 2.3927, -1.2899], [-0.1392, -0.3845, -0.0299], [-0.0564, 3.9199, 0.7505], [2.1933, -1.0108, -1.1542], [0.6450, 3.9643, 1.4101], [2.4752, -0.7857, -0.2604], [0.2761, -0.2572, -2.6630], [-2.9753, -2.3128, 0.2201], [0.3794, 4.1687, -0.0724], [-2.3044, 3.3575, 3.7192], [-0.2468, -2.0376, -2.5762], [-2.8114, -2.1605, 1.1576], [-2.3422, 3.9127, 2.9322], [-0.8391, -3.7786, 1.2290], [-0.0512, -3.7434, 0.6749]]
}

---

Entry 3:
{
  "formula": "C38H46N3O3P2Ru",
  "method": "wB97M-V/def2-TZVPD",
  "energy_ev": -71923.3040,
  "largest_force_ev_per_a": 2.48,
  "spin_multiplicity": 2,
  "s2": 0.76,
  "homo_ev": [-6.67, -6.60],
  "charge": 0,
  "homo_lumo_gap_ev": [6.39, 6.18],
  "species": ["C", "P", "H", "H", "H", "H", "C", "H", "C", "C", "N", "H", "C", "C", "C", "H", "C", "Ru", "O", "H", "H", "H", "C", "C", "O", "P", "C", "H", "H", "H", "H", "H", "H", "H", "C", "C", "N", "H", "C", "C", "H", "C", "C", "C", "H", "C", "C", "C", "H", "H", "H", "C", "H", "H", "C", "H", "H", "H", "C", "H", "C", "C", "H", "H", "C", "H", "C", "H", "H", "C", "H", "H", "H", "H", "N", "O", "C", "C", "H", "C", "H", "C", "C", "C", "H", "H", "C", "H", "C", "C", "H", "H", "H"],
  "positions_angstrom": [[-1.7841, 1.1313, 3.0086], [0.4286, 0.5930, 1.2118], [-5.1403, 0.9441, 2.7007], [3.0607, -2.4044, -0.1606], [-0.7671, -2.7264, -3.1144], [3.1651, -2.8823, 2.9575], [3.6464, -1.5822, 0.2496], [0.9016, 3.5443, -2.2757], [4.9060, 0.6749, 4.2236], [-0.7571, -2.3379, -4.1331], [0.4971, -0.9269, 2.1576], [-0.4345, -3.1330, -4.8085], [-3.7247, -3.1017, -0.9925], [-4.4862, 1.7074, -3.0687], [0.9570, 2.2361, 1.9528], [0.8602, 3.0376, 3.9629], [0.6709, 1.6141, -3.2354], [-0.2708, -0.8238, -0.6676], [2.8931, -0.5649, 4.3261], [-2.0776, 0.5781, -5.1206], [-1.7805, -2.0603, -4.3918], [-3.3934, 1.3830, 4.4133], [2.0839, -2.7902, 2.8447], [1.7228, -1.7083, 1.8230], [-1.4316, -2.5901, -0.9182], [-0.2307, 0.0367, -2.8576], [-2.5972, 0.7922, -4.1972], [4.9221, 0.6766, 5.3093], [1.6516, -2.5660, 3.8107], [0.2365, 2.2819, -1.2232], [4.7607, 0.7231, 0.4146], [6.6941, 1.8333, 4.0476], [2.1367, 3.9729, 1.4698], [0.0238, 2.7908, 1.8550], [-2.6184, 0.8556, -1.7600], [-2.3978, 0.7635, 0.6940], [-0.5038, -1.6205, 1.3732], [1.4406, -2.2561, 0.9180], [0.1657, -1.1193, -4.2579], [2.1767, 1.3497, -3.1359], [-3.9775, -2.6551, 2.8318], [-2.5622, -2.7169, -0.2875], [-3.8643, 1.5121, -1.8502], [-1.4170, 0.9114, 1.6917], [2.4283, 2.3554, 3.5397], [-3.9108, -2.8000, 1.7587], [-4.0940, 0.9641, 2.4194], [2.0063, 2.9528, 1.1001], [-1.7707, -1.8224, 2.9712], [3.9451, -0.9382, -0.5764], [1.6940, -3.7527, 2.5113], [-2.6853, -2.5291, 1.1298], [0.8849, -1.2057, -6.2802], [6.5643, 1.9031, 1.5609], [5.8885, 1.3395, 3.5206], [-1.0152, 1.2276, 3.7647], [3.0591, -0.3736, 5.2540], [-0.7739, -0.6502, -6.1628], [-4.9141, -3.3422, -0.3437], [1.7007, 3.0036, 0.0544], [2.8099, -0.7649, 1.2605], [0.2059, -0.5865, -5.6916], [2.7410, 2.2793, -3.2319], [1.1815, -1.4369, -3.9926], [0.2276, 2.6857, -2.2379], [0.3975, 1.9295, -4.2449], [-1.9630, 0.5639, -2.9836], [-4.3353, 1.8905, -0.9559], [-5.9467, -3.4032, 1.5523], [4.8049, 0.6864, 1.4947], [-5.7842, -3.6440, -0.9138], [4.5415, -1.9884, 0.7189], [2.9626, 2.4393, 1.1508], [2.5152, 0.6669, -3.9182], [-1.9573, 0.5899, -0.5977], [2.0402, 0.1789, 0.5162], [-1.6138, -1.9846, 1.9057], [1.3527, 2.2195, 3.4352], [-0.7830, 3.0326, -2.4512], [-5.0111, -3.2058, 1.0458], [-5.4606, 2.1795, -3.0977], [5.8234, 1.3647, 2.1370], [-3.1219, 1.1904, 3.3829], [3.8132, -0.0289, 2.1745], [-4.5100, 0.4774, 0.3838], [0.5594, 0.4433, -5.7547], [-3.8769, 1.3195, -4.2547], [2.4090, 0.9087, -2.1615], [-3.7440, 0.7415, 1.0997], [3.8631, 0.0131, 3.5722], [-4.3696, 1.4607, -5.2076], [1.0790, 1.2859, 3.9184], [-3.6427, -3.2133, -2.0663]]
}